Computed, not measured: a cluster of 4 separate species, C27H38FN4O2 in total in a non-equilibrium geometry, with wB97M-V/def2-TZVPD.

Summary:
Lowest unoccupied orbital energy (spin up / spin down): 0.6 / -0.4 eV
Kohn-Sham gap (spin up / spin down): 9.63 / 9.07 eV
<S²>: 0.75
Highest occupied orbital energy (spin up / spin down): -0.331 / -0.347 Ha
Spin multiplicity: 2
Energy: -1520.6686 Ha

XYZ file:
```
72
C27H38FN4O2 (wB97M-V/def2-TZVPD)
C 2.855 2.700 3.049
C 3.286 3.471 1.667
O 2.144 4.031 0.898
C 1.324 2.978 0.294
C -0.255 2.958 0.716
F -1.020 3.225 -0.561
C -0.620 1.416 1.128
C -1.831 1.227 2.203
C -2.863 0.090 1.535
C -1.191 0.484 3.529
N -2.682 2.429 2.482
O -3.646 2.164 3.418
C -1.928 3.684 2.803
C -3.060 4.917 2.737
C -1.340 3.759 4.361
C -0.736 4.109 1.768
H 3.269 1.581 3.020
H 1.682 2.591 3.172
H 3.356 3.178 4.019
H 3.936 2.795 0.957
H 3.953 4.408 1.973
H 1.410 3.109 -0.884
H 1.880 1.947 0.524
H -0.943 0.871 0.117
H 0.320 0.789 1.513
H -2.241 -0.874 1.254
H -3.405 0.512 0.575
H -3.655 -0.256 2.358
H -1.023 -0.671 3.311
H -1.764 0.690 4.528
H -0.099 0.950 3.656
H -3.694 4.784 1.763
H -2.512 5.976 2.781
H -3.710 4.853 3.735
H -1.687 2.825 5.011
H -0.166 3.755 4.412
H -1.780 4.707 4.934
H 0.120 4.589 2.422
H -1.156 5.009 1.105
N 5.524 0.655 1.039
C 5.778 1.242 -0.151
C 6.179 0.550 -1.283
C 6.332 -0.830 -1.190
C 6.080 -1.463 0.022
C 5.680 -0.686 1.097
H 5.648 2.320 -0.172
H 6.366 1.073 -2.213
H 6.646 -1.406 -2.056
H 6.190 -2.537 0.127
H 5.468 -1.134 2.064
N -1.047 -2.443 -2.606
C -1.041 -1.173 -2.145
C -1.933 -0.198 -2.561
C -2.890 -0.544 -3.510
C -2.921 -1.843 -4.004
C -1.988 -2.749 -3.525
H -0.273 -0.952 -1.409
H -1.884 0.806 -2.155
H -3.606 0.194 -3.861
H -3.653 -2.144 -4.745
H -1.973 -3.777 -3.877
N -2.125 -6.091 -4.562
C -2.677 -6.749 -5.605
C -2.691 -8.129 -5.725
C -2.099 -8.884 -4.717
C -1.520 -8.235 -3.632
C -1.559 -6.850 -3.599
H -3.124 -6.116 -6.367
H -3.151 -8.605 -6.584
H -2.089 -9.968 -4.778
H -1.050 -8.794 -2.830
H -1.125 -6.297 -2.770
```

***

Computed, not measured: a structure of composition C27H38N2O10SbZr, with wB97M-V/def2-TZVPD.

Summary:
Lowest unoccupied orbital energy: -4.3 eV
Kohn-Sham gap: 5.87 eV
Highest occupied orbital energy: -0.373 Ha
Charge: +1
Energy: -2200.8983 Ha

XYZ file:
```
79
C27H38N2O10SbZr (wB97M-V/def2-TZVPD)
Zr -1.087 -1.192 0.484
O 0.424 1.811 3.252
C -0.197 0.830 2.666
O 0.266 0.196 1.719
C -1.539 0.457 3.200
C -2.244 1.028 4.232
C -3.484 0.461 4.546
C -3.946 -0.648 3.857
C -3.152 -1.155 2.839
N -2.003 -0.592 2.523
C -3.350 -2.418 2.006
O -4.667 -2.749 1.970
O -2.775 -2.248 0.788
H 1.274 1.979 2.807
H -1.852 1.878 4.772
H -4.076 0.882 5.347
H -4.883 -1.127 4.102
H -4.789 -3.468 1.336
O 2.713 -5.336 3.830
C 1.866 -4.571 3.138
C 2.146 -4.053 1.877
C 1.189 -3.272 1.269
N 0.004 -2.982 1.818
C -0.265 -3.522 3.016
C 0.625 -4.298 3.719
C -1.632 -3.236 3.568
O -1.823 -2.898 4.699
O -2.608 -3.498 2.668
C 1.412 -2.721 -0.129
O 2.456 -2.843 -0.706
O 0.339 -2.120 -0.602
H 3.532 -5.486 3.340
H 3.073 -4.248 1.352
H 0.368 -4.702 4.688
C 4.452 1.688 -0.297
C 3.834 1.262 -1.626
C 4.350 -0.121 -2.022
Sb 1.672 1.167 -1.488
C 1.189 0.912 -3.593
C 2.297 1.295 -4.568
C 0.710 -0.518 -3.840
C 1.136 3.275 -1.349
C 1.732 4.175 -2.425
C 1.405 3.841 0.043
H 5.544 1.657 -0.358
H 4.156 1.007 0.507
H 4.172 2.701 -0.006
H 4.094 1.986 -2.400
H 4.085 -0.869 -1.273
H 5.440 -0.112 -2.110
H 3.946 -0.465 -2.976
H 0.344 1.595 -3.737
H 3.142 0.608 -4.498
H 2.677 2.303 -4.405
H 1.927 1.243 -5.596
H 1.499 -1.245 -3.635
H 0.405 -0.647 -4.883
H -0.138 -0.779 -3.204
H 0.051 3.235 -1.484
H 2.824 4.185 -2.376
H 1.392 5.207 -2.295
H 1.444 3.862 -3.427
H 2.469 4.000 0.217
H 1.029 3.176 0.829
H 0.911 4.808 0.171
C -4.204 0.862 -0.466
C -2.970 0.692 -1.345
C -3.220 -0.337 -2.451
C -2.530 2.022 -1.933
O -1.905 0.221 -0.506
H -5.034 1.265 -1.048
H -3.990 1.554 0.351
H -4.513 -0.099 -0.050
H -2.591 -0.151 -3.322
H -4.262 -0.308 -2.768
H -3.017 -1.351 -2.097
H -3.293 2.407 -2.612
H -1.605 1.892 -2.495
H -2.367 2.758 -1.143
```